1.
ORCA calculation (ωB97M-V/def2-TZVPD) on C30H57BN2O4P2S3SbTi as an isolated structure.

Each line ends with the natural charge from an NBO analysis.
Positions of all 101 atoms, in Å:
1 Ti -1.627 -1.366 -0.539  1.137
2 C 4.894 0.274 -1.666  -0.611
3 C 3.936 -0.329 -0.640  -0.330
4 C 3.362 0.807 0.220  -0.615
5 C 4.725 -1.242 0.309  -0.612
6 P 2.443 -1.300 -1.275  0.890
7 C 1.527 -0.032 -2.275  -0.514
8 N 0.714 0.901 -1.531  -0.720
9 B -0.458 0.614 -0.683  0.330
10 N -0.897 1.975 -0.330  -0.699
11 C -1.958 2.419 0.548  -0.522
12 P -2.159 1.498 2.142  0.945
13 C -0.685 2.080 3.169  -0.330
14 C 0.560 2.007 2.281  -0.606
15 C -0.509 1.035 4.283  -0.614
16 C -0.733 3.479 3.789  -0.615
17 C -3.697 2.423 2.731  -0.327
18 C -3.959 2.038 4.194  -0.615
19 C -4.866 1.864 1.904  -0.618
20 C -3.723 3.947 2.576  -0.621
21 C -0.140 2.926 -0.991  0.113
22 C -0.218 4.312 -1.014  -0.230
23 C 0.700 5.036 -1.781  -0.271
24 C 1.672 4.383 -2.519  -0.252
25 C 1.755 2.987 -2.510  -0.302
26 C 0.853 2.260 -1.748  0.224
27 C 2.992 -2.391 -2.716  -0.311
28 C 3.587 -1.706 -3.953  -0.620
29 C 3.996 -3.431 -2.208  -0.612
30 C 1.714 -3.128 -3.164  -0.614
31 H 5.585 0.960 -1.162  0.195
32 H 4.371 0.847 -2.435  0.210
33 H 5.494 -0.492 -2.160  0.195
34 H 4.179 1.265 0.790  0.190
35 H 2.619 0.435 0.929  0.221
36 H 2.887 1.587 -0.374  0.232
37 H 5.515 -0.660 0.798  0.191
38 H 5.196 -2.082 -0.200  0.201
39 H 4.071 -1.645 1.086  0.216
40 H 0.908 -0.570 -2.998  0.247
41 H 2.266 0.522 -2.853  0.199
42 H -2.930 2.348 0.048  0.240
43 H -1.787 3.470 0.781  0.191
44 H 0.651 1.033 1.791  0.227
45 H 1.447 2.162 2.907  0.188
46 H 0.559 2.767 1.499  0.221
47 H -0.424 0.032 3.860  0.223
48 H -1.350 1.020 4.980  0.201
49 H 0.401 1.255 4.854  0.188
50 H -0.739 4.254 3.018  0.208
51 H 0.167 3.631 4.397  0.192
52 H -1.596 3.634 4.436  0.198
53 H -4.218 0.978 4.268  0.221
54 H -4.805 2.620 4.578  0.193
55 H -3.113 2.218 4.856  0.197
56 H -4.895 0.775 1.908  0.246
57 H -4.824 2.163 0.856  0.223
58 H -5.804 2.246 2.326  0.185
59 H -2.989 4.461 3.198  0.203
60 H -4.716 4.313 2.863  0.193
61 H -3.559 4.247 1.539  0.210
62 H -0.990 4.837 -0.468  0.196
63 H 0.636 6.118 -1.807  0.191
64 H 2.370 4.953 -3.121  0.192
65 H 2.512 2.497 -3.108  0.199
66 H 4.595 -1.326 -3.785  0.197
67 H 2.966 -0.884 -4.311  0.214
68 H 3.643 -2.439 -4.767  0.197
69 H 4.964 -2.986 -1.970  0.193
70 H 4.161 -4.181 -2.990  0.197
71 H 3.623 -3.948 -1.320  0.216
72 H 1.103 -2.511 -3.823  0.220
73 H 1.074 -3.411 -2.329  0.245
74 H 1.994 -4.031 -3.718  0.193
75 C -2.903 -1.909 2.620  -0.267
76 O -1.758 -1.990 1.765  -0.570
77 C -0.868 -3.005 2.200  -0.101
78 C 0.295 -2.978 1.240  -0.063
79 O -0.196 -3.065 -0.088  -0.591
80 C -0.474 -4.409 -0.526  -0.276
81 H -3.356 -2.898 2.704  0.227
82 H -3.594 -1.225 2.143  0.238
83 H -2.588 -1.520 3.597  0.151
84 H -1.395 -3.964 2.184  0.231
85 H -0.522 -2.791 3.222  0.164
86 H 0.998 -3.793 1.445  0.178
87 H 0.830 -2.029 1.298  0.215
88 H -1.185 -4.899 0.141  0.232
89 H 0.475 -4.954 -0.572  0.158
90 H -0.923 -4.325 -1.512  0.250
91 S -4.165 -4.482 -2.787  -0.922
92 Sb -4.056 -3.526 -0.685  0.817
93 S -3.767 -0.617 -0.460  -0.883
94 S -3.795 -5.069 1.099  -0.999
95 C -1.843 -2.259 -4.624  -0.717
96 C -1.572 -1.444 -3.381  0.798
97 O -1.695 -0.229 -3.383  -0.629
98 O -1.170 -2.124 -2.334  -0.872
99 H -2.905 -2.173 -4.853  0.250
100 H -1.619 -3.311 -4.478  0.229
101 H -1.272 -1.831 -5.453  0.199

Calculated values
Spin multiplicity: 4
Kohn-Sham gap (spin up / spin down): 3.846 / 5.444 eV
HOMO energy (spin up / spin down): 0.1 / -1.5 eV
Total energy: -124622.340 eV
LUMO energy (spin up / spin down): 0.144 / 0.144 Eh
Total charge: -2

2.
ORCA calculation (ωB97M-V/def2-TZVPD) on a 3-piece molecular cluster, C30H58BBrClF3N3O6S2 overall at a distorted geometry.

Each line ends with the Löwdin charge.
Positions of all 105 atoms, in Å:
1 C -1.041 -4.621 7.246  -0.059
2 C 0.338 -4.119 7.701  -0.255
3 O 0.619 -2.790 7.296  -0.147
4 C 0.898 -2.684 5.918  -0.217
5 C 0.446 -1.310 5.450  -0.145
6 O 0.008 -1.405 4.096  -0.140
7 C 0.342 -0.237 3.370  -0.124
8 C -0.232 -0.320 1.921  -0.299
9 C -1.603 0.389 1.967  -0.081
10 C -2.588 -0.286 2.956  -0.032
11 C -4.009 -0.308 2.433  -0.605
12 F -4.264 -1.419 1.711  0.130
13 F -4.337 0.776 1.715  0.145
14 F -4.866 -0.349 3.485  0.126
15 O -0.483 -1.715 1.730  -0.063
16 C -1.145 -2.055 0.535  -0.101
17 C -0.479 -1.375 -0.670  -0.264
18 C -0.505 -2.194 -1.958  -0.560
19 Br 0.383 -1.212 -3.403  0.844
20 C -0.085 -3.694 -1.898  -0.254
21 C 1.037 -4.169 -2.827  -0.141
22 N 0.825 -0.784 -0.307  0.018
23 C 1.971 -1.730 -0.271  -0.089
24 C 1.952 -2.929 0.671  -0.222
25 C 2.610 -2.699 2.022  -0.586
26 Cl 2.520 -4.157 3.018  0.647
27 C 0.706 0.250 0.806  -0.150
28 C 2.082 0.743 1.283  -0.109
29 C 2.908 1.617 0.315  -0.142
30 C 3.055 1.222 -1.161  -0.161
31 C 3.894 2.313 -1.872  -0.109
32 N 5.260 2.302 -1.351  -0.141
33 C 6.160 1.290 -1.402  -0.102
34 C 7.279 1.732 -0.746  -0.099
35 C 7.044 3.027 -0.297  -0.096
36 C 5.775 3.374 -0.685  -0.098
37 B 0.090 1.618 0.209  -0.570
38 N -0.387 1.681 -1.166  0.188
39 O -0.032 2.720 1.035  0.172
40 H -1.737 -4.663 8.071  0.069
41 H -1.434 -3.961 6.476  0.069
42 H -0.933 -5.603 6.794  0.072
43 H 0.347 -4.102 8.786  0.115
44 H 1.144 -4.792 7.404  0.116
45 H 0.405 -3.452 5.322  0.111
46 H 1.972 -2.812 5.754  0.114
47 H -0.400 -1.005 6.066  0.137
48 H 1.268 -0.605 5.573  0.130
49 H -0.118 0.614 3.878  0.145
50 H 1.426 -0.139 3.440  0.111
51 H -1.509 1.398 2.340  0.124
52 H -2.112 0.378 1.003  0.121
53 H -2.638 0.272 3.884  0.138
54 H -2.329 -1.306 3.217  0.136
55 H -2.205 -1.814 0.543  0.128
56 H -1.103 -3.135 0.455  0.130
57 H -1.157 -0.560 -0.897  0.129
58 H -1.542 -2.188 -2.265  0.098
59 H 0.138 -4.040 -0.896  0.082
60 H -0.945 -4.274 -2.219  0.116
61 H 1.978 -3.651 -2.673  0.052
62 H 0.728 -4.188 -3.862  0.068
63 H 1.220 -5.208 -2.553  0.084
64 H 1.023 -0.184 -1.123  0.075
65 H 2.927 -1.237 -0.161  0.121
66 H 2.052 -2.131 -1.277  0.091
67 H 2.553 -3.700 0.192  0.124
68 H 0.990 -3.388 0.862  0.085
69 H 3.658 -2.453 1.859  0.086
70 H 2.169 -1.880 2.577  0.042
71 H 2.719 -0.046 1.672  0.109
72 H 1.890 1.365 2.151  0.126
73 H 2.650 2.677 0.333  0.116
74 H 3.921 1.614 0.714  0.128
75 H 2.115 1.210 -1.717  0.093
76 H 3.621 0.311 -1.314  0.099
77 H 3.952 2.004 -2.913  0.132
78 H 3.447 3.292 -1.774  0.128
79 H 5.977 0.342 -1.862  0.114
80 H 8.168 1.150 -0.594  0.097
81 H 7.714 3.647 0.264  0.096
82 H 5.231 4.280 -0.530  0.115
83 H 0.108 2.421 -1.672  0.076
84 H -1.349 2.011 -1.144  0.079
85 H 0.809 3.119 1.275  0.111
86 C -2.767 3.049 -3.386  -0.264
87 S -1.448 2.907 -4.594  0.823
88 O -0.153 3.085 -3.863  -0.584
89 C -1.817 4.450 -5.425  -0.256
90 H -2.713 2.188 -2.723  0.029
91 H -2.644 3.970 -2.812  0.065
92 H -3.725 3.046 -3.908  0.033
93 H -1.753 5.275 -4.715  0.062
94 H -2.818 4.387 -5.853  0.044
95 H -1.086 4.589 -6.218  0.054
96 C -7.514 2.486 -5.512  -0.268
97 S -6.208 2.330 -6.736  0.824
98 O -4.913 2.492 -6.016  -0.576
99 C -6.544 3.884 -7.571  -0.267
100 H -7.459 1.625 -4.850  0.050
101 H -7.372 3.403 -4.939  0.059
102 H -8.480 2.498 -6.015  0.057
103 H -6.467 4.707 -6.861  0.059
104 H -7.542 3.850 -8.008  0.057
105 H -5.805 4.008 -8.360  0.052

Calculated values
Kohn-Sham gap: 8.427 eV
HOMO energy: -10.4 eV
Total energy: -161863.582 eV
LUMO energy: -0.071 Eh
Total charge: +1

3.
ORCA calculation (ωB97M-V/def2-TZVPD) on C30H58CdO17Zn as an isolated structure at a distorted geometry.

Each line ends with the Löwdin charge.
Positions of all 107 atoms, in Å:
1 Zn -3.470 20.548 -10.173  1.063
2 Cd -2.059 12.724 -8.623  1.468
3 C -4.799 19.708 -14.024  -0.017
4 C -4.245 20.163 -12.814  -0.316
5 C -3.148 21.382 -12.841  -0.350
6 O -2.891 21.782 -11.720  -0.084
7 C -2.729 21.889 -14.093  -0.006
8 C -3.222 21.280 -15.234  -0.319
9 C -4.267 20.160 -15.169  -0.354
10 O -4.873 19.691 -16.199  -0.013
11 O -2.806 21.795 -16.352  -0.027
12 O -4.394 19.775 -11.665  -0.111
13 H -5.609 19.005 -13.895  0.118
14 H -2.052 22.723 -14.208  0.114
15 C -4.089 16.569 -8.723  0.035
16 C -3.481 17.650 -9.130  -0.328
17 C -2.200 17.649 -9.881  -0.294
18 O -1.677 18.675 -10.439  0.001
19 C -1.490 16.518 -10.151  0.028
20 C -2.037 15.297 -9.693  -0.298
21 C -3.424 15.232 -8.849  -0.228
22 O -3.674 14.133 -8.341  -0.117
23 O -1.531 14.162 -9.896  -0.164
24 O -4.122 18.781 -8.926  -0.076
25 H -4.998 16.424 -8.158  0.102
26 H -0.540 16.527 -10.664  0.117
27 C -0.642 16.081 -6.151  -0.039
28 C -0.230 14.817 -6.917  -0.303
29 O -1.343 14.032 -7.014  -0.162
30 H -0.900 15.847 -5.118  0.085
31 H -1.510 16.544 -6.621  0.062
32 H 0.148 16.822 -6.026  0.094
33 H 0.567 14.250 -6.435  0.122
34 H 0.171 15.125 -7.883  0.110
35 H -1.777 14.265 -6.190  0.080
36 C -1.554 13.612 -14.262  -0.084
37 C -1.362 15.066 -13.767  -0.282
38 O -0.071 15.329 -13.178  -0.084
39 H -2.551 13.348 -14.612  0.072
40 H -1.212 12.965 -13.455  0.058
41 H -0.893 13.416 -15.107  0.071
42 H -2.062 15.206 -12.943  0.092
43 H -1.545 15.777 -14.573  0.116
44 H -0.319 15.869 -12.424  0.026
45 C -4.369 14.985 -5.256  -0.084
46 C -5.828 15.160 -5.752  -0.190
47 O -5.893 13.958 -6.644  -0.132
48 H -3.652 15.287 -6.020  0.037
49 H -4.080 13.971 -4.980  0.070
50 H -4.230 15.568 -4.346  0.066
51 H -5.928 16.062 -6.355  0.075
52 H -6.591 15.236 -4.979  0.116
53 H -5.240 14.035 -7.343  0.006
54 C -4.999 12.400 -11.234  -0.043
55 C -3.521 12.026 -11.403  -0.286
56 O -3.068 11.614 -10.134  -0.174
57 H -4.985 13.155 -10.448  0.065
58 H -5.602 11.591 -10.821  0.079
59 H -5.417 12.714 -12.190  0.092
60 H -2.972 12.881 -11.799  0.095
61 H -3.393 11.283 -12.190  0.126
62 H -3.457 10.737 -10.144  0.109
63 C 0.567 19.264 -13.645  -0.057
64 C 0.596 20.414 -12.598  -0.278
65 O 0.790 19.848 -11.322  -0.107
66 H 0.542 19.564 -14.693  0.075
67 H -0.186 18.482 -13.542  0.055
68 H 1.487 18.739 -13.390  0.065
69 H -0.295 21.042 -12.574  0.091
70 H 1.434 21.091 -12.760  0.113
71 H 0.005 19.352 -11.080  0.021
72 C -3.383 18.424 -5.282  -0.081
73 C -4.727 19.116 -5.446  -0.307
74 O -4.470 20.486 -5.238  -0.069
75 H -3.490 17.684 -4.488  0.056
76 H -2.497 19.042 -5.135  0.089
77 H -3.275 17.887 -6.224  0.039
78 H -5.399 18.641 -4.731  0.107
79 H -5.095 18.964 -6.461  0.086
80 H -3.985 20.642 -4.424  0.084
81 C -8.324 16.683 -8.300  -0.110
82 C -7.713 18.008 -8.459  -0.322
83 O -7.197 18.064 -9.802  -0.067
84 H -7.584 15.932 -8.575  0.067
85 H -9.175 16.574 -8.973  0.086
86 H -8.554 16.590 -7.239  0.077
87 H -6.943 18.140 -7.699  0.088
88 H -8.517 18.734 -8.344  0.117
89 H -6.243 17.957 -9.793  0.043
90 C 2.676 17.245 -9.618  -0.050
91 C 2.833 18.608 -8.833  -0.321
92 O 1.618 19.046 -8.344  -0.092
93 H 1.899 17.332 -10.377  0.048
94 H 2.355 16.453 -8.941  0.053
95 H 3.638 17.060 -10.096  0.070
96 H 3.171 19.491 -9.376  0.107
97 H 3.535 18.564 -8.001  0.105
98 H 0.991 19.058 -9.071  0.050
99 C -4.664 10.767 -5.553  -0.033
100 C -4.445 10.956 -7.103  -0.246
101 O -3.071 11.291 -7.181  -0.179
102 H -3.704 10.640 -5.052  0.077
103 H -5.373 9.963 -5.354  0.080
104 H -5.302 11.569 -5.182  0.070
105 H -5.157 11.663 -7.528  0.107
106 H -4.571 10.013 -7.635  0.109
107 H -2.625 10.931 -6.411  0.085

Calculated values
Kohn-Sham gap: 4.009 eV
HOMO energy: -6.2 eV
Total energy: -119831.477 eV
LUMO energy: -0.081 Eh

4.
ORCA calculation (ωB97M-V/def2-TZVPD) on a 3-piece molecular cluster, C30H58F6N2O7 overall at a distorted geometry.

Each line ends with the Löwdin charge.
Positions of all 103 atoms, in Å:
1 C 3.220 2.075 3.952  -0.117
2 C 3.822 3.460 3.642  -0.249
3 C 3.274 3.964 2.287  -0.226
4 C 1.983 4.810 2.445  -0.204
5 C 1.810 5.718 1.203  -0.198
6 C 0.366 5.802 0.645  -0.206
7 C -0.729 5.726 1.710  -0.223
8 C -2.101 6.198 1.195  -0.186
9 C -3.009 4.976 0.839  -0.220
10 C -4.127 4.828 1.874  -0.197
11 C -5.129 3.661 1.614  -0.184
12 C -4.514 2.581 0.703  -0.243
13 C -5.408 1.351 0.572  -0.210
14 C -4.785 0.225 -0.281  -0.189
15 C -3.297 -0.082 0.012  -0.196
16 C -3.117 -1.045 1.186  -0.174
17 C -3.421 -0.397 2.550  -0.176
18 O -2.872 -1.086 3.674  -0.011
19 C -1.530 -0.942 3.934  -0.577
20 N -0.823 -0.018 3.089  0.152
21 F -1.448 -0.416 5.252  0.002
22 C -0.795 -2.294 4.041  -0.123
23 N -1.114 -3.247 2.994  -0.036
24 C -0.057 -3.552 2.038  -0.214
25 C 0.741 -2.370 1.471  -0.176
26 C 1.869 -2.911 0.559  -0.072
27 C 2.738 -1.738 0.154  -0.477
28 F 3.403 -1.273 1.234  0.124
29 F 2.018 -0.724 -0.355  0.134
30 C 3.794 -2.103 -0.912  -0.637
31 F 4.454 -1.030 -1.269  0.202
32 F 4.646 -2.978 -0.457  0.215
33 F 3.168 -2.566 -1.975  0.168
34 H 3.343 1.413 3.096  0.060
35 H 2.160 2.140 4.209  0.064
36 H 3.736 1.636 4.808  0.066
37 H 4.896 3.309 3.538  0.098
38 H 3.594 4.163 4.440  0.098
39 H 4.059 4.515 1.766  0.103
40 H 3.004 3.105 1.667  0.105
41 H 1.171 4.095 2.549  0.096
42 H 2.110 5.425 3.336  0.107
43 H 2.457 5.311 0.424  0.096
44 H 2.193 6.721 1.400  0.108
45 H 0.266 5.040 -0.132  0.113
46 H 0.285 6.770 0.143  0.102
47 H -0.426 6.283 2.601  0.115
48 H -0.796 4.682 2.024  0.091
49 H -1.960 6.827 0.316  0.100
50 H -2.620 6.763 1.971  0.099
51 H -3.426 5.142 -0.156  0.110
52 H -2.338 4.122 0.819  0.091
53 H -4.699 5.756 1.881  0.106
54 H -3.654 4.673 2.846  0.113
55 H -5.290 3.154 2.569  0.105
56 H -6.087 3.990 1.212  0.108
57 H -4.364 2.962 -0.307  0.120
58 H -3.557 2.339 1.157  0.080
59 H -6.304 1.684 0.037  0.112
60 H -5.761 0.966 1.530  0.099
61 H -5.342 -0.699 -0.112  0.107
62 H -4.877 0.454 -1.344  0.105
63 H -2.687 0.811 0.121  0.102
64 H -2.915 -0.602 -0.871  0.108
65 H -3.741 -1.936 1.090  0.118
66 H -2.086 -1.396 1.218  0.075
67 H -3.233 0.677 2.547  0.110
68 H -4.500 -0.487 2.665  0.121
69 H -1.163 0.910 3.338  0.097
70 H 0.143 -0.043 3.399  0.085
71 H 0.271 -2.153 4.190  0.124
72 H -1.157 -2.714 4.986  0.124
73 H -2.000 -3.059 2.552  0.088
74 H -0.550 -4.022 1.180  0.122
75 H 0.643 -4.303 2.419  0.116
76 H 0.150 -1.685 0.869  0.105
77 H 1.243 -1.784 2.238  0.096
78 H 2.512 -3.624 1.073  0.139
79 H 1.416 -3.369 -0.319  0.127
80 C 3.150 -9.566 -3.615  -0.041
81 O 2.637 -8.335 -4.127  0.004
82 C 2.953 -7.263 -3.398  -0.615
83 O 3.607 -7.262 -2.386  0.124
84 O 2.415 -6.190 -3.984  0.014
85 C 2.676 -4.962 -3.305  -0.053
86 H 2.826 -10.352 -4.293  0.093
87 H 4.238 -9.548 -3.588  0.098
88 H 2.749 -9.767 -2.623  0.097
89 H 3.745 -4.762 -3.268  0.101
90 H 2.255 -4.981 -2.301  0.089
91 H 2.192 -4.168 -3.867  0.080
92 C 2.219 -1.352 -5.341  -0.042
93 O 1.115 -1.439 -6.241  0.006
94 C 1.450 -1.783 -7.488  -0.616
95 O 2.564 -2.014 -7.882  0.126
96 O 0.334 -1.828 -8.219  0.003
97 C 0.541 -2.187 -9.586  -0.042
98 H 1.828 -1.068 -4.367  0.092
99 H 2.715 -2.318 -5.250  0.084
100 H 2.924 -0.590 -5.665  0.101
101 H 0.973 -3.184 -9.661  0.098
102 H 1.181 -1.458 -10.082  0.098
103 H -0.434 -2.187 -10.066  0.093

Calculated values
Kohn-Sham gap: 9.203 eV
SMILES: CCCCCCCCCCCCCCCCCO[C@@](N)(F)CNCCCC(F)(F)C(F)(F)F.COC(=O)OC.COC(=O)OC
HOMO energy: -8.8 eV
Total energy: -65668.939 eV
LUMO energy: 0.014 Eh